1.
Density functional theory data (wB97M-V/def2-TZVPD) for a molecular structure, C34H23Br2FGeNORe in a non-equilibrium geometry.

Kohn-Sham gap: 4.7007 eV
Net charge: +2
Max |F|: 0.0270 hartree/bohr

Cartesian coordinates (Å):
C (1.31, -5.13, 5.22)
C (-4.31, 2.97, 0.87)
C (1.58, -3.37, 3.10)
C (-1.98, 1.08, 5.51)
C (-4.73, 2.13, -0.12)
H (-1.25, -1.52, -1.69)
N (-1.68, 0.08, -0.45)
H (-2.85, 1.21, 7.46)
Ge (-1.19, -2.44, 3.27)
C (-3.21, -0.71, -2.08)
C (0.23, -4.37, 4.82)
C (-4.14, -3.90, 0.68)
C (-2.58, 1.05, -0.07)
Br (-6.45, 2.30, -0.80)
H (-5.13, 0.25, -2.15)
H (3.61, -4.05, 2.99)
C (-2.65, -3.41, 2.52)
H (3.84, 1.09, 3.35)
C (-2.27, -1.66, 5.77)
H (1.70, -2.71, 2.25)
C (-2.68, -0.82, 6.79)
H (-3.12, -1.23, 7.69)
C (-3.34, -4.34, 3.30)
Br (-2.47, 4.04, 2.75)
C (-3.86, 1.12, -0.64)
C (-4.15, 0.21, -1.67)
C (-0.52, -1.26, 1.74)
C (-4.82, -4.82, 1.46)
C (-3.00, 2.88, 1.41)
C (0.34, -3.47, 3.75)
C (2.21, 0.23, 2.22)
H (-3.42, -1.41, -2.88)
H (-1.86, 2.15, 5.40)
C (2.82, -0.68, 0.02)
H (4.91, -0.52, -0.46)
F (5.71, 0.69, 1.64)
O (-0.82, 1.78, 1.29)
C (2.53, -5.02, 4.57)
H (1.21, -5.82, 6.05)
H (-4.98, 3.72, 1.26)
H (-3.05, -4.53, 4.33)
H (-5.65, -5.37, 1.05)
H (-2.40, -2.73, 5.91)
C (-2.15, 1.94, 0.91)
Re (-0.04, 0.12, 0.85)
C (1.89, -0.36, 1.00)
C (-2.54, 0.56, 6.66)
H (-2.54, -2.49, 0.58)
C (4.45, 0.35, 1.44)
C (-1.98, -0.77, -1.43)
H (-1.14, 0.68, 3.60)
C (-1.57, 0.23, 4.49)
H (-0.71, -4.48, 5.35)
C (4.13, -0.31, 0.26)
H (-4.45, -3.74, -0.35)
H (1.48, 0.33, 3.03)
H (2.55, -1.19, -0.89)
C (-3.07, -3.20, 1.21)
H (3.37, -5.62, 4.88)
C (2.66, -4.14, 3.50)
C (3.53, 0.64, 2.43)
C (-4.42, -5.04, 2.77)
C (-1.71, -1.15, 4.60)
H (-4.95, -5.75, 3.39)

2.
Density functional theory data (wB97M-V/def2-TZVPD) for a molecular structure, C34H23GeN4OS3Sc in a non-equilibrium geometry.

Kohn-Sham gap (spin up / spin down): 4.6106 / 3.8986 eV
Net charge: -2
Max |F|: 0.0203 hartree/bohr

Cartesian coordinates (Å):
C (5.23, 0.54, -4.03)
H (0.95, 2.60, 5.10)
C (-0.51, 1.66, -2.73)
C (0.43, 2.78, 4.16)
C (-5.52, 1.06, -0.30)
C (0.85, 1.33, -2.76)
C (-4.22, 0.61, -0.11)
C (-5.35, 2.40, 1.68)
C (5.27, -0.45, -3.06)
C (0.64, 0.38, -0.57)
H (5.95, 1.60, -0.46)
H (5.43, 2.65, -4.39)
C (1.43, 0.69, -1.69)
C (-6.09, 1.96, 0.59)
C (-3.04, -4.94, 4.62)
C (5.54, -0.06, -1.75)
S (-0.63, -3.61, 1.69)
H (-1.38, 3.37, 0.81)
S (-3.67, -3.55, 2.17)
H (-0.35, 5.26, 2.00)
C (-0.64, -4.96, 4.41)
H (2.16, -1.81, -4.42)
H (-0.96, 2.16, -3.58)
H (-2.33, 1.64, -1.62)
N (-3.96, -5.24, 5.25)
C (5.46, 1.86, -3.65)
N (0.34, -5.29, 4.92)
H (0.04, -1.99, -3.23)
C (5.75, 1.28, -1.48)
H (5.56, -0.80, -0.96)
N (0.84, -2.62, -1.40)
C (-3.45, 1.05, 0.97)
S (4.93, -2.17, -3.47)
H (-3.80, -0.10, -0.81)
C (2.15, -2.14, -3.38)
H (-3.48, 2.31, 2.71)
C (-0.73, 0.73, -0.50)
C (-0.15, 1.71, 3.48)
H (-7.11, 2.31, 0.44)
C (0.36, 4.06, 3.63)
C (3.38, -2.45, -2.72)
C (-3.58, -2.84, 0.65)
Sc (-0.64, -1.76, -0.22)
Ge (-1.61, 0.33, 1.30)
C (-4.05, 1.95, 1.86)
C (3.25, -2.90, -1.38)
H (1.92, -3.44, 0.20)
C (2.03, -3.00, -0.79)
C (-1.90, -4.59, 3.85)
H (-0.09, 0.71, 3.90)
H (2.47, 0.42, -1.71)
C (-2.00, -3.94, 2.62)
C (-1.28, 1.36, -1.63)
H (1.45, 1.56, -3.64)
H (4.13, -3.21, -0.83)
C (-2.92, -2.59, -0.35)
H (0.82, 4.89, 4.15)
H (-5.78, 3.09, 2.39)
H (-6.09, 0.70, -1.15)
N (5.72, 2.24, -2.40)
C (-0.88, 3.19, 1.76)
C (0.97, -2.24, -2.73)
C (-0.30, 4.26, 2.42)
C (-0.82, 1.90, 2.27)
H (5.02, 0.29, -5.06)
H (1.14, -0.05, 0.31)
O (-2.29, -2.15, -1.35)

3.
Density functional theory data (wB97M-V/def2-TZVPD) for a molecular structure, C34H24BrClF4MnN2O4P in a non-equilibrium geometry.

Kohn-Sham gap (spin up / spin down): 6.8824 / 5.8036 eV
Multiplicity: 2
Net charge: +1
Max |F|: 0.0342 hartree/bohr

Cartesian coordinates (Å):
C (4.75, -1.03, 2.49)
Br (2.64, -0.61, -0.97)
C (-1.08, -1.15, -5.41)
H (1.73, -0.66, -3.67)
C (0.45, 5.30, -1.30)
C (-2.09, 2.44, 3.85)
H (-2.51, -1.43, 1.83)
C (3.00, -0.80, 0.88)
F (5.26, -0.83, 0.22)
C (-0.45, 3.20, -2.05)
H (-3.66, -3.44, 2.65)
C (-1.55, 1.33, 4.50)
H (-2.35, -5.40, 3.40)
H (1.56, 1.88, 1.37)
H (0.98, -1.01, -6.02)
C (0.27, -0.98, -5.21)
C (4.34, -0.89, 1.18)
F (6.04, -1.11, 2.78)
C (3.80, -1.09, 3.49)
H (1.90, 5.24, 0.28)
C (-1.38, 2.41, -2.92)
C (0.37, 2.55, -1.08)
H (-3.07, -1.24, -4.53)
C (2.46, -1.00, 3.17)
C (-0.64, 0.54, 2.41)
H (-1.02, 5.08, -2.85)
C (-0.45, -4.49, 2.99)
C (-0.53, -2.25, 2.12)
P (0.21, -0.75, 1.43)
C (-1.93, -2.28, 2.16)
C (0.06, -2.57, -0.84)
C (1.24, 3.28, -0.23)
C (-1.84, -4.52, 3.04)
C (0.20, -3.36, 2.52)
H (-1.19, 1.70, 0.69)
H (-0.25, -2.87, -1.84)
H (2.53, 3.35, 1.47)
N (-0.19, -0.77, -2.88)
N (0.26, 1.21, -1.00)
H (-0.82, 1.74, -3.58)
H (0.49, 6.38, -1.38)
Mn (0.14, -0.43, -0.90)
O (-0.66, -1.48, -7.73)
H (-0.48, -0.50, 4.30)
C (0.68, -0.79, -3.90)
H (-1.69, 1.20, 5.56)
C (1.25, 4.65, -0.36)
F (4.17, -1.23, 4.75)
C (2.00, -0.84, 1.87)
C (-2.58, -3.42, 2.62)
F (1.61, -1.09, 4.19)
C (-1.23, 1.62, 1.76)
H (-0.72, -2.86, -0.15)
C (-1.49, -0.93, -3.12)
C (-2.00, -1.12, -4.39)
H (2.95, 2.10, 0.31)
O (-2.85, -1.34, -6.99)
H (-2.07, 1.80, -2.33)
C (-1.95, 2.57, 2.48)
O (-1.75, -0.64, -0.79)
H (-1.97, 3.07, -3.55)
C (-0.84, 0.38, 3.78)
H (-2.65, 3.18, 4.42)
O (-3.59, -0.99, -2.02)
H (1.28, -3.36, 2.46)
H (0.12, -5.35, 3.31)
C (2.12, 2.61, 0.79)
H (-2.41, 3.40, 1.96)
C (-2.40, -0.86, -1.90)
C (-1.64, -1.38, -7.04)
Cl (1.48, -3.60, -0.47)
C (-0.39, 4.57, -2.13)